1.
{
  "formula": "C13H24BrN3",
  "method": "ωB97M-V/def2-TZVPD",
  "elements": ["C", "C", "C", "C", "N", "C", "C", "C", "C", "C", "C", "C", "N", "N", "C", "C", "H", "H", "H", "H", "H", "H", "H", "H", "H", "H", "H", "H", "H", "H", "H", "H", "H", "H", "H", "H", "H", "H", "H", "H", "Br"],
  "xyz": [[3.35, 2.10, 0.99], [2.90, 1.15, -0.15], [1.84, 1.73, -1.11], [0.81, 2.66, -0.46], [0.10, 2.06, 0.70], [-0.75, 0.99, 0.32], [-0.31, -0.32, 0.31], [-1.30, -1.26, -0.07], [-0.93, -2.76, -0.07], [-1.70, -3.38, 1.15], [0.57, -3.04, 0.13], [1.49, -2.69, -1.07], [-2.55, -1.07, -0.42], [-2.95, 0.20, -0.41], [-2.12, 1.14, -0.05], [-2.73, 2.56, -0.03], [2.54, 2.59, 1.52], [3.88, 1.48, 1.74], [4.11, 2.80, 0.61], [3.80, 0.95, -0.76], [2.63, 0.18, 0.29], [1.31, 0.89, -1.59], [2.34, 2.31, -1.91], [0.05, 2.95, -1.21], [1.32, 3.57, -0.11], [-0.46, 2.78, 1.15], [0.71, -0.55, 0.57], [-1.26, -3.23, -1.00], [-1.55, -2.67, 1.98], [-2.77, -3.33, 0.92], [-1.35, -4.39, 1.39], [0.70, -4.12, 0.33], [0.93, -2.55, 1.06], [1.82, -1.64, -0.98], [0.90, -2.80, -1.99], [2.35, -3.37, -1.07], [-4.03, 0.40, -0.66], [-3.41, 2.62, -0.88], [-1.94, 3.32, -0.06], [-3.34, 2.70, 0.88], [-4.99, -0.94, 0.04]],
  "total_charge": 0,
  "lumo_energy_ha": -0.021,
  "e_tot_ha": -3247.91615
}


2.
{
  "formula": "C13H24FN2O2",
  "method": "ωB97M-V/def2-TZVPD",
  "elements": ["C", "C", "N", "C", "C", "C", "C", "C", "N", "C", "C", "C", "C", "O", "O", "C", "C", "F", "H", "H", "H", "H", "H", "H", "H", "H", "H", "H", "H", "H", "H", "H", "H", "H", "H", "H", "H", "H", "H", "H", "H", "H"],
  "xyz": [[3.78, -2.40, -0.59], [2.87, -1.32, -0.40], [1.76, -0.25, -0.28], [1.02, -0.28, -1.60], [-0.15, 0.86, -1.77], [-1.59, 0.46, -1.05], [-2.05, 1.57, 0.11], [-2.87, 2.86, -0.50], [-2.76, 4.00, 0.53], [0.94, -0.64, 0.93], [0.36, -2.18, 0.90], [-1.09, -2.36, 1.66], [-2.00, -3.38, 0.72], [-1.54, -4.62, 0.40], [-3.30, -2.98, 0.16], [2.45, 1.07, -0.03], [3.83, 0.98, 0.86], [1.57, 2.09, 0.67], [4.42, -3.27, -1.10], [0.55, -1.31, -1.88], [1.83, -0.05, -2.44], [-0.39, 0.91, -2.94], [0.21, 1.96, -1.50], [-1.44, -0.60, -0.53], [-2.44, 0.32, -1.85], [-2.70, 1.02, 0.94], [-1.10, 1.98, 0.68], [-3.99, 2.55, -0.69], [-2.36, 3.20, -1.51], [-2.76, 3.53, 1.48], [-3.60, 4.61, 0.42], [0.06, 0.09, 1.19], [1.67, -0.60, 1.88], [0.23, -2.63, -0.18], [1.20, -2.85, 1.43], [-0.96, -2.77, 2.76], [-1.68, -1.34, 1.70], [-3.21, -2.85, -0.85], [2.73, 1.51, -1.09], [3.66, 0.41, 1.89], [4.08, 2.10, 1.19], [4.77, 0.61, 0.27]],
  "total_charge": 1,
  "lumo_energy_ha": -0.139,
  "smiles": "C#C[N@@+](CCCCCN)(CCCC(=O)O)[C@H](C)F",
  "e_tot_ha": -868.92728
}


3.
{
  "formula": "C13H24IN2O13PS2V",
  "method": "ωB97M-V/def2-TZVPD",
  "elements": ["V", "O", "C", "C", "C", "C", "C", "C", "C", "C", "N", "H", "H", "H", "H", "H", "H", "H", "H", "H", "H", "H", "O", "S", "O", "O", "O", "O", "S", "O", "O", "O", "N", "C", "O", "C", "I", "H", "H", "H", "H", "C", "O", "P", "O", "C", "O", "C", "H", "H", "H", "H", "H", "H", "H", "H", "H"],
  "xyz": [[-0.08, 0.56, -0.14], [-1.22, -1.98, 2.87], [-1.61, -2.81, 1.79], [-0.49, -3.75, 1.36], [0.65, -3.04, 0.61], [0.34, -2.70, -0.82], [0.29, -3.75, -1.73], [0.14, -3.51, -3.08], [0.05, -2.21, -3.52], [0.07, -1.21, -2.57], [0.20, -1.43, -1.25], [-0.57, -1.34, 2.54], [-1.96, -2.22, 0.95], [-2.46, -3.40, 2.15], [-0.90, -4.55, 0.74], [-0.08, -4.21, 2.26], [1.52, -3.70, 0.59], [0.97, -2.15, 1.14], [0.41, -4.76, -1.36], [0.13, -4.33, -3.79], [0.00, -1.94, -4.56], [-0.03, -0.18, -2.88], [-3.67, 1.45, -1.07], [-2.51, 0.63, -1.30], [-2.70, -0.43, -2.26], [-1.97, 0.03, 0.04], [-1.27, 1.45, -1.61], [2.90, -0.36, 1.33], [1.93, 0.49, 2.02], [1.97, 0.39, 3.46], [1.91, 1.85, 1.49], [0.49, -0.10, 1.59], [3.58, 1.08, -1.23], [2.37, 1.30, -1.85], [1.30, 1.04, -1.13], [2.23, 1.77, -3.11], [3.40, -0.62, -5.21], [3.51, 0.59, -0.34], [4.29, 0.73, -1.85], [3.09, 2.13, -3.65], [1.25, 1.84, -3.54], [-3.31, 2.12, 1.80], [-2.34, 3.01, 1.24], [-0.77, 2.65, 1.23], [-0.22, 4.04, 0.68], [0.69, 4.05, -0.44], [-0.38, 2.83, 2.78], [-0.73, 1.87, 3.79], [-3.73, 2.60, 2.69], [-2.88, 1.16, 2.08], [-4.08, 1.95, 1.06], [0.27, 3.51, -1.29], [1.64, 3.61, -0.15], [0.82, 5.10, -0.70], [0.06, 1.90, 4.53], [-0.77, 0.86, 3.39], [-1.69, 2.14, 4.23]],
  "total_charge": -2,
  "relative_energy_kj_mol": 0.0,
  "lumo_energy_ha": [0.143, 0.122],
  "spin_multiplicity": 2,
  "e_tot_ha": -3977.12330
}


4.
{
  "formula": "C13H24KN6OTa",
  "method": "ωB97M-V/def2-TZVPD",
  "elements": ["N", "C", "O", "K", "Ta", "N", "N", "C", "C", "C", "C", "C", "C", "C", "C", "H", "H", "H", "H", "H", "H", "H", "H", "H", "H", "H", "H", "H", "H", "H", "H", "H", "H", "C", "H", "H", "H", "C", "H", "H", "H", "N", "C", "N", "C", "N"],
  "xyz": [[-1.90, -0.29, 1.03], [-2.92, -0.97, 1.08], [-3.90, -1.57, 1.33], [-1.03, 2.53, 2.84], [0.03, -0.04, 0.83], [0.18, 1.83, 0.19], [0.82, -1.52, -0.17], [-0.42, 2.55, -0.98], [0.22, -2.54, -1.06], [-0.14, 4.05, -0.85], [0.18, 2.07, -2.30], [-1.92, 2.31, -0.98], [-0.41, -3.61, -0.19], [1.28, -3.16, -1.97], [-0.85, -1.87, -1.90], [-0.46, 4.42, 0.13], [-0.69, 4.60, -1.62], [0.93, 4.28, -0.99], [1.26, 2.28, -2.36], [-0.29, 2.63, -3.13], [0.01, 1.00, -2.48], [-2.19, 1.24, -1.06], [-2.35, 2.84, -1.85], [-2.39, 2.72, -0.07], [0.34, -4.08, 0.45], [-0.87, -4.38, -0.83], [-1.20, -3.20, 0.46], [1.99, -3.78, -1.42], [1.83, -2.39, -2.52], [0.79, -3.81, -2.72], [-1.30, -2.63, -2.56], [-0.42, -1.09, -2.54], [-1.66, -1.45, -1.30], [1.64, 2.10, 0.40], [2.11, 1.28, 0.98], [2.17, 2.19, -0.56], [1.79, 3.03, 0.97], [2.11, -1.91, 0.47], [2.29, -1.34, 1.39], [2.11, -2.97, 0.73], [2.96, -1.71, -0.21], [0.40, 0.00, 2.74], [0.43, -0.11, 3.97], [-0.14, 0.48, 4.96], [-0.15, 0.12, 6.24], [-0.24, -0.09, 7.40]],
  "total_charge": 2,
  "lumo_energy_ha": -0.323,
  "e_tot_ha": -1569.94699
}